Record 1
{
  "formula": "C26H57IN3O3P2S2",
  "method": "ωB97M-V/def2-TZVPD",
  "species": ["C", "C", "C", "C", "C", "I", "N", "C", "C", "C", "S", "C", "S", "N", "C", "C", "O", "C", "C", "C", "P", "N", "C", "P", "C", "C", "C", "H", "H", "H", "H", "H", "H", "H", "H", "H", "H", "H", "H", "H", "H", "H", "H", "H", "H", "H", "H", "H", "H", "H", "H", "H", "H", "H", "H", "H", "H", "H", "H", "H", "H", "H", "H", "H", "C", "C", "O", "C", "C", "H", "H", "H", "H", "H", "H", "H", "H", "H", "H", "C", "C", "O", "C", "C", "H", "H", "H", "H", "H", "H", "H", "H", "H", "H"],
  "positions_angstrom": [[4.0141, 1.9674, 4.5823], [2.6115, 1.4611, 4.2192], [2.0480, 2.2124, 3.0161], [0.6867, 1.8331, 2.3826], [0.0018, 0.4721, 2.6329], [-0.2895, -0.2491, 4.6162], [0.6591, -0.5453, 1.7059], [-0.2798, -1.4342, 0.9110], [-1.3444, -2.2164, 1.6858], [-2.7419, -1.8209, 1.2103], [-4.0428, -2.5222, 2.2560], [-5.2698, -1.2249, 1.9975], [-6.0147, -1.0962, 0.5512], [-5.5423, -0.4775, 3.0908], [-4.4725, -0.0999, 4.0393], [-4.2973, 1.4090, 4.0445], [-5.4464, 2.0800, 4.5205], [-6.6496, 1.3714, 4.2107], [-6.5108, 0.6135, 2.9085], [1.4399, 0.2978, 0.7093], [3.2332, -0.1409, 0.8179], [3.3289, -1.6436, 0.4109], [0.8395, 1.6981, 0.8509], [1.8020, 2.9907, -0.1063], [1.3153, 4.5693, 0.7139], [0.7464, 2.9776, -1.6070], [-0.7458, 3.3287, -1.4444], [3.9784, 2.6673, 5.4153], [4.6852, 1.1514, 4.8453], [4.4733, 2.4968, 3.7437], [1.9467, 1.5888, 5.0711], [2.6476, 0.3826, 4.0310], [2.8042, 2.2035, 2.2258], [1.9798, 3.2617, 3.3137], [-0.0780, 2.5751, 2.6109], [-1.0147, 0.5635, 2.2573], [1.3279, -1.1418, 2.2035], [0.4010, -2.0966, 0.3768], [-0.7532, -0.7596, 0.1965], [-1.1993, -3.2741, 1.4607], [-1.2425, -2.1236, 2.7624], [-2.8725, -2.1781, 0.1862], [-2.8681, -0.7357, 1.1684], [-3.5387, -0.5905, 3.7774], [-4.7283, -0.4410, 5.0447], [-4.0499, 1.7517, 3.0286], [-3.4676, 1.6745, 4.7031], [-7.4525, 2.1019, 4.1400], [-6.8794, 0.6796, 5.0276], [-6.1656, 1.2841, 2.1148], [-7.4697, 0.2104, 2.5853], [1.2496, -0.1062, -0.2906], [3.6846, 0.1870, 2.1070], [3.7862, 0.8231, -0.0307], [3.8077, -2.2470, 1.0674], [-0.1682, 1.6497, 0.4224], [0.9293, 5.2461, -0.0493], [2.1900, 5.0268, 1.1722], [0.5369, 4.4616, 1.4688], [0.8311, 1.9576, -1.9962], [1.2148, 3.6283, -2.3457], [-0.9956, 3.6602, -0.4335], [-1.3808, 2.4717, -1.6694], [-1.0393, 4.1308, -2.1190], [-0.5584, 1.9924, -6.3737], [0.6590, 1.4384, -5.6560], [0.3541, 0.6869, -4.4896], [-0.4504, -0.4668, -4.6918], [0.1959, -1.5248, -5.5630], [-1.1647, 2.5960, -5.6963], [-0.2390, 2.6213, -7.2051], [-1.1892, 1.2031, -6.7832], [1.2855, 2.2574, -5.3003], [1.2704, 0.8459, -6.3445], [-1.4392, -0.1864, -5.0707], [-0.5981, -0.8779, -3.6908], [0.3483, -1.1956, -6.5912], [-0.4328, -2.4150, -5.5892], [1.1621, -1.8024, -5.1389], [3.0994, -6.0529, -2.4017], [2.6473, -5.1182, -3.5094], [1.9253, -3.9844, -3.0530], [2.6163, -3.1229, -2.1650], [3.8781, -2.5067, -2.7414], [2.2481, -6.3758, -1.8008], [3.5701, -6.9352, -2.8361], [3.8284, -5.5845, -1.7389], [1.9542, -5.6357, -4.1723], [3.5033, -4.8093, -4.1195], [2.8419, -3.6335, -1.2226], [1.8982, -2.3340, -1.9316], [4.6432, -3.2554, -2.9490], [4.2948, -1.7983, -2.0242], [3.6585, -1.9779, -3.6706]],
  "total_charge": 1,
  "e_above_lowest_kcal_mol": 0.0,
  "e_homo_ev": -10.4,
  "homo_lumo_gap_ev": 7.43
}



Record 2
{
  "formula": "C30H35N3O3",
  "method": "ωB97M-V/def2-TZVPD",
  "species": ["C", "C", "O", "C", "N", "C", "C", "O", "O", "H", "H", "H", "H", "H", "H", "H", "H", "C", "N", "C", "C", "C", "C", "C", "C", "C", "C", "C", "C", "C", "C", "C", "C", "C", "C", "C", "C", "N", "C", "C", "C", "C", "C", "C", "H", "H", "H", "H", "H", "H", "H", "H", "H", "H", "H", "H", "H", "H", "H", "H", "H", "H", "H", "H", "H", "H", "H", "H", "H", "H", "H"],
  "positions_angstrom": [[-5.4454, 0.0822, -4.2557], [-4.2538, 1.0073, -4.2348], [-3.1027, 0.1847, -3.9895], [-1.9255, 0.9058, -3.9817], [-0.9244, 0.0222, -3.7985], [0.3292, 0.4272, -3.5994], [1.2632, -0.6437, -4.1295], [0.7630, 1.4588, -3.0407], [-1.9383, 2.1257, -4.1487], [-6.3625, 0.6704, -4.2640], [-5.4279, -0.5391, -5.1557], [-5.4487, -0.5847, -3.3900], [-4.1448, 1.5336, -5.1932], [-4.3467, 1.7537, -3.4315], [0.6996, -1.5643, -4.3159], [1.7079, -0.3082, -5.0733], [2.0765, -0.8322, -3.4263], [0.4136, -5.5926, 4.7572], [-0.6498, -4.6799, 4.3838], [-1.9702, -5.1203, 4.7843], [-0.4397, -3.5455, 3.6569], [-1.4862, -2.6015, 3.4516], [-1.2888, -1.4823, 2.6583], [-0.0273, -1.2223, 2.0579], [0.1875, -0.1091, 1.1524], [-0.9098, 0.4614, 0.4569], [-0.8646, 1.6594, -0.2249], [-2.0038, 2.3911, -0.7051], [-1.8023, 3.5367, -1.5154], [-2.8672, 4.3355, -1.9029], [-4.1775, 3.9727, -1.5538], [-4.4042, 2.8145, -0.7966], [-3.3327, 2.0366, -0.3620], [1.5465, 0.4009, 0.9501], [2.0317, 0.6970, -0.3376], [3.3505, 1.0533, -0.5570], [4.2082, 1.3125, 0.5407], [5.5011, 1.7059, 0.3306], [6.2502, 2.4491, 1.3236], [6.1971, 1.4261, -0.9109], [3.6931, 1.1334, 1.8574], [2.4331, 0.5940, 2.0412], [1.0265, -2.1368, 2.3214], [0.8325, -3.2758, 3.0806], [1.3780, -5.0785, 4.8368], [0.1633, -6.0358, 5.7303], [0.5037, -6.4198, 4.0337], [-2.7432, -4.7061, 4.1305], [-2.0053, -6.2158, 4.7288], [-2.1876, -4.8369, 5.8254], [-2.4514, -2.7605, 3.9310], [-2.1072, -0.7742, 2.5279], [-1.8631, -0.0685, 0.4979], [0.0978, 2.1351, -0.3815], [-0.7865, 3.7640, -1.8359], [-2.6856, 5.2362, -2.4913], [-5.0172, 4.5825, -1.8877], [-5.4252, 2.5168, -0.5402], [-3.5065, 1.1514, 0.2527], [1.3583, 0.6386, -1.1911], [3.7086, 1.1835, -1.5788], [5.5656, 2.8935, 2.0556], [6.9713, 1.8063, 1.8527], [6.8167, 3.2523, 0.8309], [5.6997, 0.6107, -1.4506], [6.2308, 2.3152, -1.5621], [7.2324, 1.1280, -0.6946], [4.3178, 1.3681, 2.7199], [2.1001, 0.3354, 3.0497], [2.0118, -1.9602, 1.8902], [1.6568, -3.9744, 3.2101]],
  "e_above_lowest_kcal_mol": 80.0,
  "e_homo_ev": -7.0,
  "homo_lumo_gap_ev": 5.09
}



Record 3
{
  "formula": "C20H20Br2O3",
  "method": "ωB97M-V/def2-TZVPD",
  "species": ["C", "C", "O", "C", "C", "C", "C", "C", "C", "C", "C", "C", "O", "C", "C", "C", "C", "C", "C", "C", "O", "H", "H", "H", "H", "H", "H", "H", "H", "H", "H", "H", "H", "H", "H", "H", "H", "Br", "C", "C", "Br", "H", "H", "H", "H"],
  "positions_angstrom": [[6.9278, -1.0934, -0.0980], [6.1871, 0.1853, 0.2682], [4.8028, 0.1899, -0.0224], [4.0812, -0.8438, 0.6265], [2.6705, -0.4087, 0.9166], [2.3772, 0.0042, 2.2109], [1.1004, 0.3870, 2.5845], [0.0978, 0.3516, 1.6374], [0.3827, -0.0253, 0.3176], [1.6683, -0.4094, -0.0672], [2.0056, -0.8398, -1.4718], [-0.7775, -0.0240, -0.6373], [-0.6949, 0.3373, -1.7910], [-2.0543, -0.5239, -0.0364], [-2.9237, -1.3249, -0.7517], [-4.0790, -1.7899, -0.1337], [-4.3245, -1.4658, 1.1939], [-3.4646, -0.6454, 1.9124], [-2.3225, -0.1751, 1.2890], [-1.3195, 0.7000, 1.9689], [-1.6275, 1.5979, 2.7222], [6.4384, -2.0041, 0.2463], [7.9017, -1.0642, 0.3990], [7.1308, -1.1721, -1.1655], [6.6077, 0.9912, -0.3369], [6.3770, 0.4732, 1.3102], [4.0726, -1.7328, -0.0127], [4.5660, -1.1240, 1.5679], [3.1731, 0.0003, 2.9467], [0.8933, 0.6847, 3.6038], [2.5413, -0.0211, -1.9586], [2.6742, -1.6985, -1.4521], [1.1286, -1.0368, -2.0778], [-2.6783, -1.5940, -1.7709], [-4.7667, -2.4320, -0.6678], [-5.2010, -1.8750, 1.6810], [-3.6639, -0.4088, 2.9492], [-5.1061, 0.9279, -0.7501], [-5.3004, 2.6545, -1.6297], [-6.2833, 2.5944, -2.7685], [-5.5244, 1.7159, -4.3300], [-4.3070, 2.9535, -1.9492], [-5.6557, 3.3381, -0.8612], [-6.5458, 3.5962, -3.1008], [-7.1855, 2.0494, -2.5108]],
  "e_homo_ev": -9.3,
  "smiles": "CCOCc1ccc2c(c1C)C(=O)c1ccccc1C2=O.BrCCBr",
  "homo_lumo_gap_ev": 8.90
}



Molecular weight list, top to bottom, in g/mol: 712.7; 485.6; 468.2